(1)
Molecular formula: C4H8HgO3
Method: DFT, the ωB97M-V functional and the def2-TZVPD basis

Geometry as XYZ:
```
16
Properties=species:S:1:pos:R:3:forces:R:3:mulliken_charge:R:1
O -0.4287 1.0436 0.1773 -0.830 0.318 0.398 -0.20
O 0.9112 2.3793 1.3821 -0.412 -1.967 -0.264 -0.37
C 0.4012 1.3111 1.2000 0.540 2.095 0.611 0.30
O 2.1174 -0.2970 -0.4847 -0.139 1.173 0.605 -0.66
C 2.8338 -1.3301 0.0765 0.131 -1.147 -0.215 -0.68
C -1.6406 0.3005 0.4916 0.229 -0.439 0.400 -0.14
C -2.4927 0.2193 -0.7499 -0.126 0.026 -0.032 -1.11
H 2.1935 -2.1889 0.3781 0.235 0.247 -0.134 0.23
H 3.6215 -1.7295 -0.5956 -0.239 0.106 0.206 0.22
H 3.3471 -0.9947 1.0029 -0.238 0.127 -0.366 0.23
H -1.3442 -0.7048 0.8195 -0.076 0.275 0.067 0.29
H -2.1249 0.8409 1.3140 -0.043 -0.252 -0.223 0.34
H -1.9498 -0.3063 -1.5495 -0.213 0.254 0.146 0.29
H -3.3915 -0.3693 -0.5220 0.205 0.163 -0.036 0.35
H -2.8074 1.2170 -1.0826 0.147 -0.298 -0.031 0.29
Hg 0.7541 0.6089 -1.8577 0.830 -0.679 -1.131 0.63
```
Positions in Å, forces in eV/Å.

Results
Multiplicity: 3
LUMO level (spin up / spin down) in eV: 0.52 / -2.10
Gap between HOMO and LUMO (spin up / spin down) in eV: 8.8 / 6.5
Largest force on an atom in eV Å⁻¹: 2.248
Energy relative to the best compared isomer or geometry (same formula, charge and spin) in kcal per mole: 42.6

***

(2)
Molecular formula: C34H61FNO16S4
Method: DFT, the ωB97M-V functional and the def2-TZVPD basis

Geometry as XYZ:
```
117
Properties=species:S:1:pos:R:3:forces:R:3:mulliken_charge:R:1
C 5.3932 2.3140 3.7867 -0.731 0.576 -0.248 -1.03
C 4.1154 3.0651 4.2080 0.859 -0.604 0.854 -0.35
O 2.9278 2.5840 3.5642 -0.219 0.086 -0.693 -0.29
C 2.4077 3.5034 2.6484 0.801 1.175 0.952 -1.04
N 1.0123 3.1156 2.3514 -0.004 -0.588 0.138 0.97
C 0.1968 4.2247 1.7770 -0.677 1.288 -0.703 0.26
C -1.0964 4.4850 2.5736 0.735 -0.330 0.682 -0.77
S -0.7007 5.3753 4.1314 -0.056 -0.510 -0.205 -0.18
C -0.7955 4.0379 5.3930 -0.559 0.344 0.368 0.28
C -1.8370 4.4266 6.4711 0.223 -0.317 0.311 -1.12
C -0.0524 4.1275 0.2625 0.490 -0.030 -0.147 -2.21
C 0.9901 3.2848 -0.5156 -1.001 -0.183 0.040 0.03
C 0.5143 3.1835 -1.9754 0.527 0.871 -0.165 -1.09
C 1.6351 2.8531 -2.9641 -0.449 -0.448 -0.297 0.00
F 2.1519 4.0349 -3.4975 0.091 0.043 0.236 -0.43
C 1.3691 1.8861 0.1421 0.018 0.587 -1.459 1.48
C 0.8610 0.6889 -0.7118 0.139 -0.494 1.126 -1.45
C 0.9053 -0.7056 -0.0175 -0.079 -0.202 -0.800 -1.64
C 1.7871 -1.7180 -0.7759 -0.692 -0.608 -0.122 1.86
C 1.7374 -3.0812 -0.0450 0.236 0.532 0.474 -1.31
C 2.9343 -3.3762 0.8797 -0.631 -0.480 0.370 -0.33
O 3.9134 -4.2569 0.3566 -0.044 0.331 -0.167 -0.46
C 4.2422 -4.0149 -1.0022 0.206 -0.210 -0.120 -0.48
O 2.8005 1.9029 -0.0423 -0.295 0.100 1.114 -0.59
C 3.6352 1.0322 0.7037 0.976 -0.114 -0.410 1.49
C 4.7576 0.5200 -0.2447 1.202 1.035 1.015 -0.03
C 6.0299 1.3839 -0.0342 0.023 -0.688 -0.378 -1.66
O 5.1119 -0.8191 0.0532 -0.553 -0.231 -0.199 -0.44
C 0.8799 1.8056 1.5948 -0.436 -0.486 0.140 -1.14
C -0.5590 1.3376 1.8040 0.216 0.042 -0.034 1.23
C -0.8416 0.7935 3.0409 0.984 0.090 0.718 -0.97
C -2.0943 0.3661 3.3906 -0.283 -0.176 0.728 -1.17
C -3.1288 0.4658 2.4836 -0.257 -0.361 0.792 -0.79
C -2.8604 0.9870 1.2487 -1.155 0.148 -0.557 -1.57
C -1.6084 1.4259 0.9166 0.576 0.552 -1.029 0.65
H 5.1430 1.2936 3.4932 0.151 0.014 0.166 0.15
H 6.0796 2.3170 4.6339 0.091 -0.077 -0.191 0.52
H 5.8377 2.8452 2.9419 0.212 -0.300 0.046 0.24
H 3.9705 2.8920 5.2783 -0.211 0.084 -0.131 0.35
H 4.2859 4.1383 4.0723 -0.427 -0.046 -0.123 0.35
H 2.3573 4.4701 3.1715 -0.303 -0.004 -0.279 0.88
H 3.0178 3.6641 1.7516 -0.340 -0.513 -0.196 0.43
H 0.6167 2.9099 3.2784 0.070 0.085 -0.046 0.48
H 0.7855 5.1319 1.9329 0.187 -0.232 -0.018 0.79
H -1.5865 3.5608 2.8890 -0.149 0.063 -0.394 0.00
H -1.7707 5.0717 1.9505 0.018 0.047 0.175 0.51
H 0.1835 3.8900 5.8528 -0.002 0.114 -0.182 0.36
H -1.1009 3.0927 4.9339 0.139 0.162 -0.179 -0.22
H -1.4295 4.2875 7.4768 0.006 0.009 -0.128 0.34
H -2.1393 5.4701 6.3850 0.000 -0.100 -0.041 0.32
H -2.7235 3.7913 6.4120 0.009 0.184 -0.138 0.29
H 0.0632 5.1529 -0.1053 -0.066 -0.110 -0.006 0.65
H -1.0850 3.8800 0.0079 0.117 -0.340 0.269 0.49
H 1.8828 3.9187 -0.5560 0.208 -0.458 0.212 0.05
H 0.2130 4.2019 -2.2606 -0.092 -0.162 -0.001 0.77
H -0.3737 2.5684 -2.1290 0.182 -0.148 0.167 0.19
H 1.2453 2.2742 -3.8053 0.086 0.009 0.087 0.32
H 2.4559 2.2992 -2.5051 -0.009 0.149 -0.030 -0.07
H 1.5300 0.6369 -1.5639 -0.156 0.180 -0.104 1.32
H -0.1554 0.8281 -1.0676 0.195 0.123 -0.121 0.33
H 1.1709 -0.6913 1.0452 0.081 0.088 -0.117 0.45
H -0.1013 -1.1374 -0.0698 0.033 0.151 0.290 0.66
H 1.3432 -1.8814 -1.7686 0.226 0.283 0.595 -1.91
H 2.7978 -1.3413 -0.9553 -0.007 -0.126 0.203 0.39
H 0.8567 -3.0488 0.6100 0.035 -0.065 -0.129 0.41
H 1.5469 -3.9165 -0.7218 0.240 0.061 -0.005 0.62
H 2.5262 -3.8862 1.7608 0.266 -0.097 -0.088 0.42
H 3.3872 -2.4505 1.2688 0.059 0.028 -0.405 0.02
H 4.3221 -2.9478 -1.2302 0.021 -0.095 0.050 0.13
H 3.5212 -4.4879 -1.6810 -0.022 0.187 0.071 0.23
H 5.2088 -4.4879 -1.1930 -0.065 0.085 0.116 0.30
H 4.1495 1.6204 1.4728 -0.292 -0.034 0.073 -0.69
H 3.1696 0.1911 1.2250 -0.346 0.025 -0.465 -0.24
H 4.4818 0.6595 -1.2936 -0.370 -0.594 0.114 0.12
H 6.0068 2.3196 -0.5958 -0.061 0.046 0.277 0.34
H 6.8759 0.7900 -0.4001 -0.045 0.277 -0.205 0.52
H 6.2233 1.5418 1.0306 -0.134 0.219 -0.091 0.40
H 5.8855 -0.8291 0.6263 -0.042 0.020 -0.077 0.36
H 1.4422 1.1008 2.2127 0.439 0.191 -0.402 0.67
H -0.0391 0.7294 3.7796 -0.083 -0.159 -0.080 0.54
H -2.2441 -0.0252 4.3911 -0.121 -0.056 -0.126 0.56
H -4.1222 0.1389 2.7651 0.029 -0.004 -0.160 0.48
H -3.6768 1.0726 0.5410 0.183 0.028 -0.104 0.76
H -1.4580 1.8498 -0.0670 -0.088 -0.085 0.076 -0.09
C -5.9877 -2.9942 -0.8212 -0.181 -0.297 0.508 -0.41
C -6.2114 -1.6713 -0.1242 -0.294 0.258 -0.480 -0.40
O -4.9056 -1.2804 0.3294 0.184 -0.338 -0.005 -0.28
S -3.8005 -1.8075 -0.7119 -0.688 -0.310 0.007 1.14
O -3.4663 -0.7436 -1.5935 0.291 0.003 -0.064 -0.59
O -2.8144 -2.5226 0.0094 0.314 0.224 0.055 -0.59
O -4.7298 -2.8416 -1.5008 0.062 0.511 0.015 -0.13
H -5.8924 -3.8097 -0.1050 -0.025 -0.022 -0.052 0.31
H -6.7770 -3.2283 -1.5294 0.176 0.034 -0.179 0.30
H -6.8998 -1.7509 0.7125 0.222 0.024 0.163 0.36
H -6.5723 -0.9094 -0.8190 -0.027 -0.019 0.016 0.28
C -1.2188 -2.1172 -5.1939 -0.281 0.416 -0.148 -0.23
C -0.2324 -2.0513 -6.3413 -0.005 -0.506 -0.128 -0.47
O 0.8953 -1.3492 -5.8011 -0.263 0.185 0.288 -0.34
S 1.0429 -1.6944 -4.2436 -0.413 -0.178 -0.923 0.83
O 2.0103 -2.7158 -4.0912 0.153 0.030 0.352 -0.58
O 1.1153 -0.4666 -3.5384 0.199 0.243 -0.080 -0.17
O -0.4085 -2.3366 -4.0312 0.309 -0.101 -0.117 -0.23
H -1.7502 -1.1716 -5.0677 -0.008 -0.021 -0.015 0.24
H -1.9385 -2.9232 -5.3093 0.114 -0.110 0.204 0.29
H -0.6293 -1.5258 -7.2054 0.175 0.195 0.059 0.33
H 0.0984 -3.0476 -6.6423 -0.046 0.002 -0.009 0.32
C -5.4707 -6.0828 -4.7136 0.480 -0.156 0.024 -0.30
C -6.1765 -7.4203 -4.6483 -0.336 0.058 -0.419 -0.36
O -6.5558 -7.5562 -3.2725 0.305 0.294 0.189 -0.30
S -6.8830 -6.1143 -2.6613 0.258 -0.409 -0.539 1.10
O -8.2827 -5.9034 -2.6987 -0.081 0.268 0.252 -0.55
O -6.1242 -5.9488 -1.4742 -0.185 -0.022 0.170 -0.50
O -6.2136 -5.2360 -3.8268 -0.289 -0.175 0.000 -0.26
H -4.4464 -6.1537 -4.3413 -0.010 -0.025 -0.011 0.27
H -5.4634 -5.6651 -5.7171 -0.171 0.165 0.085 0.30
H -5.5382 -8.2460 -4.9500 -0.003 -0.076 0.262 0.31
H -7.0849 -7.4229 -5.2543 0.039 0.007 -0.030 0.31
```
Positions in Å, forces in eV/Å.

Results
Net charge: +1
LUMO level in eV: -1.61
Gap between HOMO and LUMO in eV: 9.1
Largest force on an atom in eV Å⁻¹: 1.883

***

(3)
Molecular formula: C10H19BBaF4O8
Method: DFT, the ωB97M-V functional and the def2-TZVPD basis

Geometry as XYZ:
```
43
Properties=species:S:1:pos:R:3:forces:R:3:mulliken_charge:R:1
Ba -6.8136 0.9351 -2.5800 -0.124 0.805 1.136 1.90
B -7.5803 3.7120 2.9072 0.497 -0.023 -0.550 0.61
F -8.0768 3.2646 4.1021 -0.704 0.216 1.453 -0.39
F -7.6326 2.6461 2.0412 0.146 -1.983 -1.647 -0.41
F -8.3164 4.7051 2.2910 -0.941 1.280 0.140 -0.41
F -6.2666 4.1244 3.0355 0.909 0.452 0.376 -0.40
C -10.6609 -4.4578 0.2666 0.445 -0.656 0.452 -0.74
C -9.5924 -3.5975 1.0171 -0.289 0.739 -1.053 0.51
O -9.7070 -3.3197 2.1766 -2.352 -0.562 4.471 -0.66
O -8.6217 -3.1149 0.4271 1.792 0.016 -3.891 -0.75
H -10.0850 -5.2308 -0.2423 -0.145 0.086 -0.609 0.21
H -11.3428 -3.9278 -0.3983 0.508 0.311 -0.290 0.18
H -11.3286 -5.0136 0.9249 0.131 0.199 0.522 0.27
C 0.0175 1.5847 -0.7452 0.559 0.624 -0.038 -0.82
C -1.4959 1.8478 -0.5347 -0.489 -1.002 1.169 0.52
O -1.9749 2.9260 -0.8776 0.373 1.544 -1.138 -0.70
O -2.1739 0.9329 -0.0126 0.184 -1.185 -0.076 -0.72
H 0.7031 2.2028 -0.1656 -0.501 0.700 0.370 0.25
H 0.2200 1.9169 -1.7634 0.226 -0.488 -0.270 0.21
H 0.4215 0.6058 -0.4871 -0.668 -0.429 -0.528 0.29
C -9.5545 7.2699 -4.4280 0.655 -2.045 -0.012 -0.70
C -8.6461 6.0185 -4.1829 1.182 -0.772 -0.155 0.56
O -7.8974 6.0236 -3.1998 0.050 0.540 1.137 -0.69
O -8.6082 5.0845 -5.0390 -1.063 0.127 -0.637 -0.79
H -10.3843 6.8248 -4.9770 -0.280 0.713 -0.121 0.23
H -8.9093 7.8846 -5.0556 -0.459 0.454 0.084 0.19
H -9.8258 7.6813 -3.4557 0.038 0.288 -0.343 0.24
C -12.0785 1.8926 -2.0869 -0.676 -1.207 0.653 -0.92
O -11.5694 0.9656 -3.1354 -1.433 1.310 1.041 -0.25
C -12.5934 0.7851 -4.1468 0.283 2.766 0.845 -0.49
C -12.3344 -0.3636 -5.0427 0.511 -1.774 -0.240 -0.62
O -10.9236 -0.6385 -5.1044 -0.013 -0.083 0.564 -0.27
C -10.3751 -0.7073 -6.3964 -1.197 0.726 -0.376 -0.73
H -11.5137 1.8051 -1.1587 0.466 -0.420 -0.394 0.35
H -13.0950 1.6211 -1.8022 -0.140 -0.847 -0.023 0.32
H -12.2698 2.9626 -2.1684 1.035 0.324 -1.626 0.37
H -12.6495 1.7518 -4.6472 0.426 0.068 -0.804 0.36
H -13.5918 0.8048 -3.7099 -0.126 -0.927 0.401 0.35
H -12.8160 -0.3291 -6.0199 0.401 1.038 -0.444 0.37
H -12.8832 -1.2422 -4.7036 0.531 -0.437 0.810 0.33
H -10.7226 0.1912 -6.9064 -0.012 -0.058 -0.651 0.35
H -10.7477 -1.6041 -6.8913 0.245 -0.083 -0.360 0.29
H -9.2882 -0.6441 -6.4487 0.020 -0.345 0.652 0.18
```
Positions in Å, forces in eV/Å.

Results
Net charge: -2
LUMO level in eV: 0.15
Gap between HOMO and LUMO in eV: 2.8
Largest force on an atom in eV Å⁻¹: 5.084